A) 6
Properties=species:S:1:pos:R:3 method="wB97M-V/def2-TZVPD" orbital_gap_ev=9.97 smiles=S.S lumo_ha=0.023
S 1.6383 6.8735 -0.8121
H 1.5599 6.5849 0.5003
H 1.9425 5.6006 -1.1268
S 2.3233 3.7638 -0.6807
H 1.8624 2.9429 0.2814
H 3.5997 3.5885 -0.2910



B) 6
Properties=species:S:1:pos:R:3 method="wB97M-V/def2-TZVPD" orbital_gap_ev=10.55 smiles=S.S lumo_ha=0.027
S 0.0092 -3.5042 -3.3601
H -0.5207 -4.0558 -2.2525
H 1.0054 -4.4086 -3.3967
S -5.9137 -1.0698 2.0113
H -5.4648 -2.0080 1.1570
H -4.8907 -1.2795 2.8605



Relative energies, in eV, with the most stable structure set to zero: A) 0.488; B) 0.000.



A) 12
Properties=species:S:1:pos:R:3 method="wB97M-V/def2-TZVPD" orbital_gap_ev=9.43 lumo_ha=-0.008
H 2.4420 -1.1806 0.2503
N 2.5723 -0.0007 -0.1632
C 1.4821 0.6595 -0.2022
N 0.3058 0.0714 0.3205
N -0.0246 -1.2385 0.0138
N -1.4940 -1.2917 -0.1904
C -1.9738 -0.1398 -0.1357
C -0.9857 0.8213 0.1418
O -1.0164 1.9375 0.0805
H 1.5112 1.8740 -0.3911
H 0.0847 -1.9119 0.9327
H -2.9037 0.3995 -0.6569



B) 12
Properties=species:S:1:pos:R:3 method="wB97M-V/def2-TZVPD" orbital_gap_ev=8.30 lumo_ha=-0.021
N -0.0495 1.7204 1.4209
N 0.3824 1.7387 0.0857
C 0.0833 0.5965 -0.4585
C -0.4826 -0.4580 0.3198
N -0.4313 -1.6307 -0.0267
C 0.1034 -1.7937 -1.3897
N 0.4325 -0.9655 -2.2760
O -0.0533 0.3369 -1.7832
H 0.1596 2.8108 1.7369
H 0.1758 1.0003 2.3395
H -0.6968 -0.5895 1.5188
H 0.3765 -2.7663 -1.4873



C) 12
Properties=species:S:1:pos:R:3 method="wB97M-V/def2-TZVPD" orbital_gap_ev=7.28 lumo_ha=-0.041
N -0.5392 -0.7475 -2.7337
N -1.0002 -0.2521 -1.5980
C -0.2714 -0.0841 -0.5398
N 1.0107 -0.6902 -0.2182
C 1.2915 -0.1983 0.9552
C 0.3144 0.5757 1.5007
O 0.1199 1.1888 2.5038
N -0.7117 0.4263 0.5237
H -1.2793 -1.4441 -2.9397
H 0.4013 -1.2956 -2.6435
H 2.3280 -0.4275 1.4505
H -1.7338 0.7413 0.7892



D) 12
Properties=species:S:1:pos:R:3 method="wB97M-V/def2-TZVPD" orbital_gap_ev=8.03 lumo_ha=-0.022
N 0.1867 -2.4434 0.9666
N 0.1022 -1.1604 1.4932
C -0.0853 -0.1595 0.5137
C -0.5754 -0.5505 -0.8186
C -0.1158 0.4200 -1.7132
O 0.6929 1.3926 -1.1390
N -0.0650 1.9795 -0.0271
N -0.2799 1.1934 0.8592
H 0.6007 -2.4181 0.1108
H 0.3036 -3.1760 1.8520
H -1.0825 -1.4019 -1.0495
H -0.3146 0.6120 -2.7362



Relative energies, in eV, with the most stable structure set to zero: A) 2.107; B) 3.879; C) 0.000; D) 3.328.